# 1
Density functional theory data (ωB97M-V/def2-TZVPD) for a single C4H6N2OS molecule at a distorted geometry.

HOMO-LUMO gap: 7.84 eV
LUMO energy: -0.605 eV
SMILES: C=C(NC=O)NC=S
Strongest force on any atom: 7.3 eV/Å
Energy relative to the best compared isomer or geometry (same formula, charge and spin): 391.8 kJ/mol

Geometry as XYZ:
```
14
Properties=species:S:1:pos:R:3:forces:R:3:mulliken_charge:R:1
O 2.638 -1.219 -0.292 -6.50 -1.56 2.99 -0.631
H -0.847 2.042 0.176 -1.67 -3.29 -0.31 0.286
C 1.413 -1.580 0.179 5.48 -1.98 -2.24 0.095
C 0.209 0.434 0.021 4.48 1.55 -2.10 0.689
C 1.293 1.254 -0.277 0.61 -6.80 1.37 -1.292
H -3.014 1.037 0.095 -3.41 3.33 0.42 0.413
H -0.702 -1.286 0.096 0.24 -1.42 0.39 -0.080
H 2.283 0.599 -0.270 -1.98 2.16 -0.35 0.342
H 1.200 2.254 -0.322 -0.21 3.30 -0.17 0.423
N -1.023 0.935 0.078 -4.05 4.50 0.88 -0.189
C -2.293 0.371 0.054 5.25 -3.76 -1.06 -0.122
S -2.687 -1.259 -0.237 0.12 1.76 0.50 -0.410
N 0.254 -0.920 0.122 1.25 0.48 0.40 0.180
H 1.276 -2.663 0.576 0.38 1.72 -0.72 0.297
```
Positions in Å, forces in eV/Å.



# 2
Density functional theory data (ωB97M-V/def2-TZVPD) for 2 unconnected molecules or ions with the total composition C4H6N2OS at a distorted geometry.

HOMO-LUMO gap: 8.58 eV
LUMO energy: 0.016 eV
Strongest force on any atom: 6.2 eV/Å
Energy relative to the best compared isomer or geometry (same formula, charge and spin): 526.9 kJ/mol

Geometry as XYZ:
```
14
Properties=species:S:1:pos:R:3:forces:R:3:mulliken_charge:R:1
H -1.244 1.996 2.042 0.35 -2.67 1.03 0.175
N 0.153 -0.743 0.078 -0.82 1.54 -0.67 0.625
O 0.422 1.426 -2.522 4.86 0.86 -2.20 -0.624
H -0.542 -2.214 1.358 0.84 -0.52 -0.62 0.286
H 0.561 -2.642 -0.301 -0.70 0.43 3.25 0.296
H -0.902 2.356 -0.059 -0.69 0.26 0.33 0.279
S -1.014 0.582 2.437 0.14 1.58 -2.81 -0.267
C 0.359 -2.025 0.735 0.58 -0.06 -3.74 -0.850
C -0.766 1.315 -0.225 2.62 -0.68 -4.15 -0.674
N 0.555 -0.395 -1.239 -1.81 1.12 1.95 -0.817
C -0.562 0.250 0.582 -1.04 1.16 3.97 0.286
H 1.286 -1.896 1.278 0.10 -0.69 0.49 0.312
C 0.016 0.859 -1.402 1.51 -3.30 1.83 0.539
H 1.678 1.132 -2.763 -5.94 0.99 1.36 0.434
```
Positions in Å, forces in eV/Å.



# 3
Density functional theory data (ωB97M-V/def2-TZVPD) for a single C4H6N2OS molecule at a distorted geometry.

HOMO-LUMO gap: 9.90 eV
LUMO energy: 0.382 eV
SMILES: O=C/N=C1/NCCS1
Strongest force on any atom: 3.4 eV/Å
Energy relative to the best compared isomer or geometry (same formula, charge and spin): 185.9 kJ/mol

Geometry as XYZ:
```
14
Properties=species:S:1:pos:R:3:forces:R:3:mulliken_charge:R:1
C 2.283 0.760 0.664 -1.05 -0.27 -1.84 -0.485
H 1.343 1.513 2.679 0.05 -1.39 -2.64 0.312
H 3.185 0.262 0.975 0.47 0.06 -0.06 0.313
H 2.421 1.766 0.320 0.59 0.50 -0.43 0.267
C 1.284 0.752 1.748 -0.86 1.09 3.08 -0.474
H -2.388 -0.392 -0.192 0.95 0.21 -0.52 0.207
H 1.389 -0.204 2.185 0.00 -1.09 0.96 0.286
O -2.649 -1.280 -1.941 1.44 0.81 0.58 -0.480
N -0.503 -0.866 -1.199 0.64 -0.06 -0.99 -0.499
H 2.056 -0.518 -1.184 0.40 0.21 0.16 0.237
N 1.607 -0.038 -0.418 -1.54 -0.81 0.12 -0.205
C 0.225 -0.240 -0.368 1.26 1.78 1.29 0.548
S -0.377 0.702 1.036 -0.18 0.35 -0.01 -0.145
C -1.876 -0.786 -1.130 -2.18 -1.38 0.28 0.117
```
Positions in Å, forces in eV/Å.



# 4
Density functional theory data (ωB97M-V/def2-TZVPD) for a single C4H6N2OS molecule at a distorted geometry.

HOMO-LUMO gap: 8.38 eV
LUMO energy: -0.413 eV
SMILES: CC(=S)/N=C/NC=O
Strongest force on any atom: 1.1 eV/Å
Energy relative to the best compared isomer or geometry (same formula, charge and spin): 132.1 kJ/mol

Geometry as XYZ:
```
14
Properties=species:S:1:pos:R:3:forces:R:3:mulliken_charge:R:1
C 0.679 -0.462 -3.010 0.15 -0.31 -0.44 0.158
H -0.396 0.949 3.527 0.07 -0.38 -0.48 0.331
C -0.205 0.171 2.768 0.24 -0.28 0.61 -0.927
S -1.446 2.003 1.111 0.18 -0.33 0.03 -0.285
N -0.340 -0.336 0.422 -0.05 0.00 -0.07 -0.531
H 0.033 -1.810 -1.557 0.20 0.73 -0.34 0.316
C 0.023 0.058 -0.731 0.19 0.47 0.00 0.124
C -0.640 0.604 1.400 -0.04 0.25 -0.02 0.426
H -0.768 -0.749 3.048 0.41 0.53 -0.21 0.265
O 0.853 -1.246 -3.909 -0.11 0.20 0.40 -0.509
H 0.882 -0.090 2.769 -0.80 0.12 -0.07 0.268
N 0.233 -0.818 -1.757 -0.32 -0.95 0.46 -0.108
H 0.221 1.114 -0.967 -0.10 -0.21 0.07 0.214
H 0.871 0.613 -3.114 -0.03 0.15 0.07 0.258
```
Positions in Å, forces in eV/Å.



# 5
Density functional theory data (ωB97M-V/def2-TZVPD) for a single C4H6N2OS molecule at a distorted geometry.

HOMO-LUMO gap: 8.12 eV
LUMO energy: -0.181 eV
SMILES: NCc1cc(=S)o[nH]1
Strongest force on any atom: 4.8 eV/Å
Energy relative to the best compared isomer or geometry (same formula, charge and spin): 561.8 kJ/mol

Geometry as XYZ:
```
14
Properties=species:S:1:pos:R:3:forces:R:3:mulliken_charge:R:1
H 1.228 -1.742 -0.261 1.70 -3.17 -0.01 0.440
N -2.238 0.268 0.131 -1.37 3.71 0.33 -0.655
H -2.189 0.982 -0.671 -0.22 -1.31 1.78 0.301
C 1.313 -0.737 -0.164 -2.13 0.10 0.76 -0.571
N 0.295 1.186 -0.308 -2.42 0.41 4.16 -0.168
C -1.295 -0.778 -0.096 -0.71 -2.97 1.97 -0.512
S 4.048 -0.140 0.051 -3.39 1.55 -0.24 -0.276
O 1.666 1.396 -0.094 0.81 1.46 -0.27 -0.217
H -0.104 1.619 0.623 0.61 -0.21 -2.47 0.303
H -1.423 -1.498 0.962 0.54 1.46 -3.42 0.269
C 0.069 -0.240 -0.074 2.97 2.43 -2.19 0.429
H -1.508 -1.430 -1.127 0.36 1.72 2.89 0.274
C 2.318 0.260 -0.072 3.12 -2.92 -0.17 0.091
H -2.180 0.855 1.100 0.13 -2.26 -3.12 0.292
```
Positions in Å, forces in eV/Å.



# 6
Density functional theory data (ωB97M-V/def2-TZVPD) for a single C4H6N2OS molecule at a distorted geometry.

HOMO-LUMO gap: 8.50 eV
LUMO energy: -0.524 eV
SMILES: [H]/N=C/N(C=O)CC=S
Strongest force on any atom: 3.2 eV/Å
Energy relative to the best compared isomer or geometry (same formula, charge and spin): 223.8 kJ/mol

Geometry as XYZ:
```
14
Properties=species:S:1:pos:R:3:forces:R:3:mulliken_charge:R:1
C 0.669 -1.693 0.032 -0.45 -0.08 -0.04 0.093
H -0.630 1.256 1.104 0.57 -1.32 -0.18 0.340
N 0.383 -0.352 0.093 2.51 1.09 -0.85 0.125
C -0.752 0.205 0.717 -3.18 0.26 0.06 -0.686
H -1.788 1.021 -1.101 0.23 0.24 -0.25 0.316
N 1.257 1.767 -0.121 0.04 0.40 -0.05 -0.562
H -1.085 -0.504 1.483 0.00 0.46 0.18 0.430
H 2.272 0.050 -0.856 -1.13 0.32 0.71 0.333
S -3.339 -0.506 -0.228 1.15 0.58 0.12 -0.196
O 1.746 -2.147 -0.247 0.15 -0.16 -0.10 -0.524
H 2.026 2.342 -0.468 -0.13 -0.45 0.00 0.249
H -0.221 -2.292 0.213 -0.25 -0.43 0.28 0.350
C 1.396 0.530 -0.330 0.93 -0.04 -0.54 -0.050
C -1.934 0.323 -0.291 -0.44 -0.86 0.67 -0.218
```
Positions in Å, forces in eV/Å.